1.
Formula: C24H69N3O9
Source: the OMol25 dataset
Level of theory: ωB97M-V with the def2-TZVPD basis set

Geometry (Å):
O1 -2.98988 -1.54935 -4.81096
O2 0.78413 -3.15987 3.18510
O3 4.07791 1.32120 -3.69423
O4 -1.88510 1.08750 4.71628
O5 1.45095 4.65450 2.51022
O6 0.24598 -1.99217 -1.25575
O7 -5.10529 -2.78087 -0.53004
O8 -3.11868 4.21150 -3.50962
O9 4.00487 0.63699 2.73548
N1 4.02557 3.37571 3.03710
N2 -0.40430 -4.74236 0.06052
N3 0.59946 -2.10915 -4.01307
C1 0.43075 0.28690 -0.92124
C2 -1.54427 1.60863 2.43632
C3 -4.18780 -2.08692 -4.32382
C4 -5.44875 -0.73822 0.61200
C5 -2.97524 2.02309 -2.69880
C6 4.28446 2.58282 4.21324
C7 1.48205 3.77670 0.25681
C8 -0.51875 -1.42486 -4.58139
C9 -0.51625 -4.39366 1.44554
C10 4.26639 1.37494 -2.24533
C11 -1.04285 -5.62204 2.23603
C12 -4.53510 -1.95505 0.44971
C13 -0.51419 -0.91547 -0.73853
C14 -1.87271 -2.07476 -4.13058
C15 1.45374 4.96052 1.13867
C16 3.67812 1.19736 4.00442
C17 -0.32652 -1.42694 -6.12527
C18 0.84028 -3.76602 1.92905
C19 3.15965 -0.35491 2.18065
C20 0.12622 -1.87501 3.16529
C21 3.71497 3.23005 5.47992
C22 4.42451 -0.03540 -1.69395
C23 -1.27876 1.95185 3.85286
C24 -3.23008 2.89398 -3.92852
H1 2.21825 3.08088 0.65924
H2 2.63316 3.12040 5.40398
H3 0.63282 5.64104 0.91266
H4 -0.15082 1.19910 -0.78791
H5 -1.24812 -3.59788 1.58413
H6 3.54745 1.94463 -1.65653
H7 -2.62625 1.48375 2.39359
H8 -1.36696 -5.40462 3.25376
H9 3.55386 -0.66494 -1.87762
H10 -0.20604 2.01195 4.03661
H11 1.49168 -4.63647 2.00707
H12 2.61950 1.23737 4.26100
H13 -4.18347 -3.15362 -4.54794
H14 -1.11311 0.62334 2.25913
H15 -0.65352 -2.40031 -6.49093
H16 -5.26291 -0.03392 -0.19888
H17 0.27127 -5.48333 -0.06061
H18 -2.41166 2.70312 -4.62267
H19 1.39253 -1.62555 -4.40965
H20 -0.92732 -0.59795 -6.49933
H21 -2.71077 4.70305 -4.22627
H22 -1.77511 -3.15028 -4.27833
H23 -0.78437 -1.15210 0.29060
H24 4.14185 2.58048 6.24408
H25 5.37103 -0.43910 -2.05344
H26 -4.41889 -2.46679 1.40507
H27 0.49624 3.32964 0.12865
H28 0.30433 -1.34527 4.10111
H29 -4.22367 2.66965 -4.31656
H30 0.86075 0.33746 -1.92156
H31 0.56928 -3.03946 -4.40512
H32 3.96460 0.48563 4.77868
H33 4.16656 2.71559 2.28580
H34 -1.24069 2.33795 1.68530
H35 -1.93644 -1.95680 -3.04886
H36 3.03843 -1.24237 2.80180
H37 0.66939 -1.22227 -6.51816
H38 -0.95189 -2.01279 3.08284
H39 -3.70981 2.26444 -1.93052
H40 3.03671 3.54351 2.91828
H41 -5.41956 -0.23238 1.57708
H42 1.24696 0.14997 -0.21190
H43 1.59258 5.44554 3.03539
H44 0.23804 -1.98360 -2.21568
H45 1.21656 -3.10339 1.14967
H46 4.25937 2.19192 -4.05551
H47 5.25257 1.81160 -2.08763
H48 5.35701 2.48959 4.38369
H49 -6.50492 -1.00476 0.57250
H50 0.08546 -4.01500 -0.44067
H51 -3.15609 0.95402 -2.81047
H52 -0.45770 -0.37450 -4.29658
H53 -5.07395 -1.71344 -4.83700
H54 -0.21811 -6.33391 2.20219
H55 3.54895 -0.57758 1.18719
H56 1.93339 4.09416 -0.68320
H57 0.43076 -1.12606 2.43424
H58 4.13200 4.21874 5.67143
H59 -3.60633 -1.63393 -0.02184
H60 4.50034 0.10815 -0.61611
H61 -1.47011 -0.88105 -1.26115
H62 2.15138 0.05036 2.09561
H63 -4.67134 -3.63528 -0.47273
H64 -2.39931 1.64738 5.30255
H65 -2.03695 2.34264 -2.24535
H66 -1.66910 2.95326 4.03428
H67 2.31959 5.61774 1.05831
H68 -4.34763 -1.89647 -3.26256
H69 -1.86734 -6.12224 1.72797

**Multiplicity**: 2
**E**: -48899.031 eV
**Total charge**: -1
**Largest force on an atom**: 2.97 eV/Å
**HOMO-LUMO gap (alpha / beta)**: 1.6 / 9.3 eV
**Highest occupied orbital energy (alpha / beta)**: 0.8 / -7.0 eV

2.
Formula: C43H41N5P2SSbSe4Ti
Source: the OMol25 dataset
Level of theory: ωB97M-V with the def2-TZVPD basis set

Geometry (Å):
Sb1 4.70840 -0.12496 0.11117
Se1 6.36826 -1.90104 0.17080
Se2 2.75272 -0.60995 -1.44188
Se3 5.71837 2.04023 -0.35754
Se4 3.21059 -0.03842 2.18093
Ti1 1.50898 -1.19534 0.68548
S1 -2.40984 -1.94702 0.59364
P1 0.38779 1.28552 0.81217
P2 0.04263 1.63698 -1.85034
N1 0.34395 -2.15530 -0.64443
N2 -2.59985 -0.53964 -1.68939
N3 0.83921 2.36967 -0.48338
N4 -0.63918 -1.61476 -1.40025
N5 2.45484 -2.94903 0.65824
C1 1.25561 3.79157 4.61101
C2 1.14974 2.41108 4.68043
C3 -2.24267 -4.35551 5.56607
C4 -1.88810 2.86868 -3.42600
C5 1.12164 4.43023 3.38689
C6 3.46848 -3.39074 1.41283
C7 4.14380 -4.56246 1.16466
C8 2.03763 -3.72165 -0.38734
C9 -3.29825 1.61492 2.52166
C10 -0.95278 -6.05019 4.46830
C11 2.67654 1.22302 -5.63098
C12 2.72424 -4.89533 -0.71969
C13 2.24575 2.79921 -0.48452
C14 -4.02615 -0.39467 -1.48379
C15 -1.38004 1.78645 1.06848
C16 2.09855 2.52450 -3.68909
C17 -0.42004 4.44100 -2.37635
C18 0.89689 3.69166 2.23547
C19 -1.81138 -1.32601 -0.86473
C20 0.35517 -3.98130 -2.28722
C21 -2.04511 1.17530 2.13185
C22 1.16992 1.56010 -3.31152
C23 -1.93303 -5.69713 5.38712
C24 0.98700 0.43807 -4.11987
C25 1.72337 0.27888 -5.28200
C26 -0.29726 -5.07993 3.73077
C27 2.86908 2.33624 -4.82589
C28 0.82072 2.30432 2.29500
C29 0.92684 1.67104 3.52982
C30 -2.58767 3.90658 -4.02175
C31 0.45847 -1.87726 2.33457
C32 -2.19559 5.21988 -3.80436
C33 -3.28300 3.23538 0.75584
C34 0.88739 -3.25514 -1.09044
C35 -2.00694 2.82231 0.39252
C36 3.78373 -5.31293 0.04802
C37 -1.10899 5.48179 -2.98212
C38 -0.61587 -3.72390 3.88854
C39 -1.59150 -3.37886 4.83218
C40 -4.83265 -1.64759 -1.83135
C41 -0.80104 3.11901 -2.59163
C42 0.00924 -2.74144 3.07290
C43 -3.92599 2.64134 1.82846
H1 4.33455 -6.20633 -0.21547
H2 1.05972 -3.90845 -3.12076
H3 0.82825 0.59253 3.59649
H4 2.31809 3.85403 -0.77500
H5 0.41238 4.66291 -1.71977
H6 1.24588 1.90539 5.63300
H7 -3.44370 3.69437 -4.65162
H8 2.24833 3.41417 -3.09375
H9 -4.46767 -2.47441 -1.22411
H10 -3.79360 1.14857 3.36436
H11 0.46222 -5.35944 3.01140
H12 -3.76415 4.03145 0.19920
H13 -2.73737 6.03161 -4.27510
H14 0.76448 4.19862 1.28767
H15 -0.70741 -7.09480 4.31492
H16 3.63624 3.05710 -5.07899
H17 0.29286 -0.33229 -3.79927
H18 4.97571 -4.84475 1.79066
H19 -2.29301 -0.59461 -2.64977
H20 -4.90731 2.98479 2.13532
H21 2.67012 2.70863 0.51469
H22 -3.01037 -4.06564 6.27424
H23 -4.16836 -0.15885 -0.42943
H24 -0.79792 6.50592 -2.81132
H25 -5.88832 -1.48480 -1.60241
H26 -1.84183 -2.33467 4.96613
H27 0.19381 -5.03567 -2.05733
H28 3.28641 1.08194 -6.51501
H29 2.86499 2.22288 -1.16885
H30 -4.72620 -1.90381 -2.88859
H31 1.43713 4.37211 5.50755
H32 -1.57152 0.35545 2.65823
H33 -2.45528 -6.46194 5.94936
H34 1.18850 5.51025 3.33084
H35 1.57241 -0.59677 -5.90228
H36 2.41470 -5.44888 -1.59455
H37 3.75831 -2.76334 2.24564
H38 -4.36466 0.45770 -2.08115
H39 -0.58636 -3.53106 -2.59149
H40 -2.19201 1.84393 -3.60150
H41 -1.50062 3.32868 -0.41012

**Multiplicity**: 2
**E**: -373161.881 eV
**Total charge**: -2
**Largest force on an atom**: 2.88 eV/Å
**HOMO-LUMO gap (alpha / beta)**: 5.8 / 5.9 eV
**Highest occupied orbital energy (alpha / beta)**: -1.8 / -1.9 eV

3.
Formula: C9H13AgNO3Se
Source: the OMol25 dataset
Level of theory: ωB97M-V with the def2-TZVPD basis set

Geometry (Å):
Ag1 -0.65022 -0.25466 -0.54703
Se1 -2.20588 -0.37447 1.39108
O1 1.27895 0.45237 -1.50800
O2 -0.22993 2.19217 -3.49186
O3 2.01150 0.51642 -3.62083
N1 -1.11607 -0.77833 -2.91818
C1 -0.82024 0.47332 5.24176
C2 -1.08005 0.15120 2.85214
C3 1.21790 -1.56120 -2.78714
C4 1.56909 -0.08195 -2.62082
C5 -0.10792 -1.65508 -3.53824
C6 -1.59124 0.09843 4.15175
C7 0.48538 0.91150 5.06312
C8 0.23314 0.59480 2.68475
C9 1.00379 0.96894 3.77614
H1 0.65382 0.64743 1.68771
H2 -1.01384 0.17491 -3.26900
H3 -1.24277 0.42201 6.23909
H4 2.02040 1.30963 3.61669
H5 -2.60901 -0.24392 4.29556
H6 1.12075 -2.03044 -1.80562
H7 0.64415 1.79428 -3.68820
H8 -0.19122 2.28750 -2.53276
H9 -2.05325 -1.08329 -3.14269
H10 1.08932 1.20418 5.91335
H11 -0.48037 -2.68075 -3.50070
H12 2.00461 -2.06109 -3.35419
H13 0.05919 -1.39390 -4.58789

**Multiplicity**: 1
**E**: -86525.570 eV
**Total charge**: -1
**Largest force on an atom**: 0.20 eV/Å
**HOMO-LUMO gap**: 7.2 eV
**Highest occupied orbital energy**: -4.1 eV